Entry 1:
The following is a quantum chemistry calculation of a 12-piece molecular cluster, C46H110F15N7O20S3 overall, from the Open Molecules 2025 dataset.

As for the lowest unoccupied orbital energy: -4.8 eV. As for the total energy: -6398.4553 hartree. The HOMO energy is -0.3798 Ha.

```
! wB97M-V def2-TZVPD RIJCOSX def2/J DEFGRID3
* xyz 2 1
C 20.874 -3.533 18.867
N 19.471 -4.123 18.495
C 18.458 -4.082 19.663
C 19.021 -3.175 17.346
C 19.731 -5.589 18.010
C 18.566 -6.622 17.920
O 17.631 -6.067 17.068
H 21.479 -3.540 17.960
H 21.292 -4.229 19.594
H 20.840 -2.575 19.387
H 17.539 -4.545 19.302
H 18.398 -3.066 20.052
H 18.852 -4.740 20.438
H 18.893 -2.158 17.715
H 18.116 -3.700 17.039
H 19.765 -3.264 16.554
H 20.433 -5.941 18.766
H 20.398 -5.542 17.149
H 18.190 -6.861 18.914
H 18.841 -7.570 17.458
H 17.847 -6.295 16.161
C 14.171 -7.521 18.214
N 13.316 -6.493 17.480
C 12.743 -5.561 18.523
C 14.383 -5.783 16.556
C 12.126 -6.945 16.654
C 12.488 -8.017 15.662
O 12.855 -7.315 14.493
H 13.433 -8.099 18.771
H 14.828 -6.928 18.851
H 14.691 -8.126 17.471
H 13.502 -5.098 19.154
H 12.155 -6.175 19.205
H 11.975 -4.906 18.111
H 14.926 -6.526 15.973
H 15.071 -5.246 17.209
H 13.826 -5.166 15.850
H 11.790 -6.020 16.184
H 11.304 -7.287 17.284
H 11.673 -8.697 15.415
H 13.339 -8.627 15.964
H 13.223 -7.939 13.863
C 23.480 -2.550 22.457
N 24.577 -3.140 21.545
C 24.689 -2.295 20.221
C 25.881 -3.139 22.305
C 24.098 -4.546 21.178
C 25.133 -5.579 20.855
O 26.002 -5.134 19.824
H 22.475 -2.570 22.035
H 23.703 -1.511 22.698
H 23.491 -3.149 23.367
H 25.574 -2.704 19.734
H 24.846 -1.246 20.472
H 23.756 -2.385 19.664
H 25.598 -3.785 23.136
H 25.990 -2.125 22.690
H 26.713 -3.541 21.728
H 23.378 -4.524 20.360
H 23.450 -5.003 21.926
H 24.624 -6.507 20.597
H 25.725 -5.828 21.736
H 25.418 -4.952 19.085
C 14.730 -5.154 11.117
N 16.022 -5.346 11.962
C 15.605 -5.323 13.456
C 16.661 -6.718 11.488
C 17.063 -4.142 11.719
C 17.634 -4.225 10.278
O 17.882 -2.900 9.942
H 13.909 -5.730 11.545
H 14.927 -5.585 10.135
H 14.479 -4.094 11.098
H 16.535 -5.366 14.023
H 14.993 -6.211 13.617
H 15.084 -4.397 13.699
H 17.662 -6.845 11.900
H 16.638 -6.785 10.400
H 16.049 -7.498 11.939
H 17.842 -4.397 12.438
H 16.501 -3.227 11.903
H 16.822 -4.523 9.615
H 18.550 -4.811 10.207
H 17.086 -2.625 9.481
C 15.909 -11.632 13.755
N 17.323 -10.962 13.537
C 18.202 -12.045 12.839
C 17.086 -9.809 12.553
C 18.168 -10.502 14.748
C 17.325 -9.821 15.879
O 16.749 -8.607 15.466
H 15.301 -10.898 14.285
H 15.998 -12.536 14.358
H 15.494 -11.899 12.784
H 17.665 -12.490 12.001
H 18.349 -12.881 13.523
H 19.098 -11.694 12.327
H 16.539 -9.041 13.100
H 16.701 -10.105 11.577
H 18.047 -9.317 12.400
H 19.047 -9.949 14.417
H 18.549 -11.445 15.140
H 17.964 -9.565 16.724
H 16.586 -10.591 16.099
H 17.436 -7.991 15.201
C 16.320 0.810 19.008
N 15.467 -0.428 19.514
C 13.982 0.026 19.497
C 15.596 -1.619 18.513
C 15.925 -0.922 20.937
C 16.148 0.171 21.995
O 14.921 0.905 22.204
H 17.358 0.482 18.942
H 16.209 1.611 19.738
H 15.809 1.065 18.080
H 13.392 -0.780 19.934
H 13.681 0.208 18.465
H 13.785 0.949 20.041
H 15.034 -2.442 18.953
H 16.650 -1.888 18.445
H 15.210 -1.225 17.573
H 16.904 -1.349 20.721
H 15.356 -1.736 21.386
H 16.820 0.978 21.699
H 16.599 -0.183 22.923
H 14.926 1.367 23.045
C 17.929 -9.691 20.006
N 17.050 -10.218 21.177
C 16.048 -9.074 21.505
C 16.164 -11.386 20.773
C 17.845 -10.607 22.442
C 18.980 -11.623 22.417
O 18.534 -12.982 22.297
H 18.727 -10.377 19.722
H 18.324 -8.707 20.260
H 17.280 -9.695 19.131
H 15.344 -8.885 20.695
H 16.678 -8.231 21.790
H 15.464 -9.340 22.386
H 15.603 -11.036 19.906
H 15.631 -11.751 21.650
H 16.847 -12.178 20.466
H 17.116 -10.925 23.188
H 18.257 -9.686 22.856
H 19.622 -11.563 23.295
H 19.748 -11.272 21.728
H 19.316 -13.528 22.406
C 19.875 -6.936 14.157
O 20.487 -7.504 15.296
O 18.512 -6.872 14.361
C 20.648 -5.589 13.844
F 20.163 -5.136 12.627
F 20.474 -4.637 14.816
F 21.977 -5.780 13.666
C 21.698 -8.250 15.107
C 21.618 -9.442 16.139
H 22.563 -9.984 16.112
H 21.488 -9.113 17.170
H 20.821 -10.101 15.794
H 22.573 -7.618 15.257
H 21.837 -8.702 14.125
H 19.994 -7.695 13.384
C 24.058 -5.462 16.810
O 24.291 -6.660 17.648
O 24.296 -4.343 17.698
C 24.994 -5.723 15.614
F 24.784 -6.948 15.179
F 24.693 -4.966 14.575
F 26.335 -5.621 15.776
C 23.153 -7.215 18.250
C 23.536 -8.589 18.912
H 24.274 -8.408 19.694
H 22.567 -8.895 19.305
H 23.957 -9.355 18.261
H 22.402 -7.346 17.471
H 22.660 -6.526 18.937
H 23.066 -5.538 16.364
C 20.432 0.321 23.215
F 20.686 1.570 22.926
F 21.414 -0.168 23.966
F 19.321 0.281 23.993
S 20.158 -0.590 21.598
O 21.497 -0.760 20.964
O 19.636 -1.907 21.961
O 19.191 0.258 20.812
C 16.679 -0.043 15.079
F 17.552 -0.116 16.120
F 15.481 0.298 15.523
F 17.163 0.683 14.087
S 16.451 -1.824 14.407
O 15.299 -1.703 13.537
O 17.732 -2.048 13.755
O 16.296 -2.679 15.605
C 13.359 -3.748 22.064
F 13.107 -3.097 20.941
F 13.945 -2.894 22.889
F 12.254 -4.311 22.611
S 14.631 -5.295 21.791
O 13.752 -6.485 21.596
O 15.521 -4.984 20.714
O 15.394 -5.414 23.080
*
```


Entry 2:
The following is a quantum chemistry calculation of C46H121F6N12O15PbS2 as an isolated structure, from the Open Molecules 2025 dataset.

As for the lowest unoccupied orbital energy (alpha / beta): -4.9 / -9.3 eV. As for the total energy: -5198.4311 hartree. The HOMO energy (alpha / beta) is -0.4338 / -0.4338 Ha.

```
! wB97M-V def2-TZVPD RIJCOSX def2/J DEFGRID3
* xyz 2 2
Pb -2.202 0.300 -3.256
C 1.792 0.348 -1.128
F 0.971 0.895 -0.241
F 2.187 1.362 -1.963
F 2.855 -0.212 -0.539
S 0.778 -1.004 -2.149
O 0.825 -0.408 -3.479
O 1.372 -2.348 -2.037
N -0.826 -0.806 -1.528
S -0.828 -1.743 -0.275
O -1.467 -3.024 -0.438
O 0.377 -1.705 0.573
C -2.162 -0.794 0.762
F -3.243 -0.631 0.072
F -2.519 -1.547 1.802
F -1.598 0.334 1.161
C 1.318 5.235 2.998
C 0.090 4.287 3.239
C 0.290 2.810 2.809
O 1.283 2.111 3.618
C 1.803 0.987 2.969
N -0.284 4.284 4.644
H 1.239 6.257 3.368
H 1.590 5.299 1.945
H 2.189 4.880 3.549
H -0.817 4.653 2.757
H 0.563 2.732 1.757
H -0.614 2.216 2.944
H 2.672 0.550 3.461
H 2.087 1.210 1.940
H 1.051 0.199 2.948
H 0.191 5.106 4.989
H 0.340 3.599 5.046
C -4.597 -0.238 4.874
C -3.254 -0.614 5.530
C -2.326 0.527 5.899
O -2.986 1.575 6.682
C -2.071 2.515 7.210
N -3.659 -1.373 6.652
H -4.331 0.459 4.079
H -5.268 0.278 5.561
H -5.067 -1.126 4.452
H -2.732 -1.192 4.767
H -1.890 1.028 5.034
H -1.471 0.183 6.480
H -2.623 3.252 7.793
H -1.692 3.068 6.351
H -1.193 2.046 7.654
H -4.569 -1.774 6.475
H -3.925 -0.715 7.370
C -5.761 -2.852 -3.296
C -4.446 -2.217 -3.050
C -3.319 -2.865 -3.887
O -2.071 -2.255 -3.881
C -1.236 -2.715 -4.931
N -4.563 -0.828 -3.260
H -5.975 -3.107 -4.334
H -6.600 -2.263 -2.927
H -5.842 -3.742 -2.672
H -4.240 -2.273 -1.982
H -3.733 -2.817 -4.894
H -3.178 -3.918 -3.643
H -0.470 -1.995 -5.218
H -1.749 -3.029 -5.840
H -0.653 -3.590 -4.643
H -4.780 -0.641 -4.229
H -5.488 -0.612 -2.917
C 6.231 -1.227 1.955
C 6.456 -2.592 1.209
C 5.113 -3.145 0.670
O 5.341 -4.333 -0.083
C 4.167 -4.953 -0.731
N 7.454 -2.306 0.187
H 5.654 -1.278 2.878
H 5.721 -0.435 1.406
H 7.159 -0.746 2.264
H 6.761 -3.306 1.973
H 4.602 -2.463 -0.010
H 4.476 -3.468 1.493
H 3.370 -5.120 -0.008
H 4.476 -5.826 -1.307
H 3.773 -4.348 -1.548
H 7.572 -3.137 -0.376
H 7.010 -1.650 -0.439
C -1.757 4.115 -0.208
C -2.381 2.939 -1.014
C -3.560 3.298 -1.928
O -3.932 2.234 -2.801
C -4.973 2.616 -3.770
N -1.338 2.244 -1.723
H -1.782 4.964 -0.892
H -0.736 3.980 0.149
H -2.320 4.364 0.691
H -2.845 2.311 -0.254
H -3.241 4.082 -2.615
H -4.426 3.666 -1.379
H -5.484 1.729 -4.142
H -4.665 3.199 -4.638
H -5.842 3.093 -3.316
H -0.697 1.850 -1.050
H -0.794 2.971 -2.165
C 4.259 3.187 -0.127
C 4.223 4.666 0.026
C 4.877 5.112 1.334
O 4.630 6.488 1.665
C 5.252 6.881 2.834
N 5.020 5.299 -0.985
H 5.250 2.748 -0.010
H 3.843 2.885 -1.089
H 3.594 2.645 0.544
H 3.232 5.108 -0.072
H 5.943 5.050 1.113
H 4.588 4.474 2.169
H 4.888 6.350 3.714
H 5.087 7.951 2.967
H 6.336 6.769 2.842
H 5.911 4.824 -1.021
H 5.087 6.279 -0.751
C -3.117 -7.930 -2.005
C -2.006 -7.869 -1.014
C -1.175 -6.531 -0.988
O -0.579 -6.480 -2.241
C 0.238 -5.345 -2.437
N -2.671 -7.979 0.258
H -3.636 -6.973 -2.059
H -3.902 -8.673 -1.865
H -2.743 -8.181 -2.997
H -1.312 -8.652 -1.321
H -0.440 -6.576 -0.185
H -1.933 -5.763 -0.826
H 0.596 -5.344 -3.467
H 1.118 -5.315 -1.795
H -0.294 -4.416 -2.233
H -1.972 -8.159 0.964
H -2.817 -7.003 0.471
C 1.066 2.575 -6.379
C 0.702 2.661 -4.914
C 0.944 4.050 -4.231
O 0.746 4.075 -2.760
C 1.308 5.324 -2.296
N -0.720 2.301 -4.691
H 0.734 1.614 -6.771
H 2.117 2.783 -6.582
H 0.493 3.367 -6.863
H 1.281 1.911 -4.375
H 0.452 4.855 -4.775
H 2.005 4.249 -4.381
H 0.774 6.210 -2.639
H 2.351 5.431 -2.592
H 1.172 5.331 -1.214
H -1.275 3.142 -4.771
H -1.026 1.708 -5.449
C 5.285 -2.383 -3.293
C 5.716 -0.939 -3.043
C 4.859 -0.003 -3.864
O 5.391 1.296 -3.717
C 4.789 2.307 -4.548
N 5.601 -0.551 -1.679
H 4.207 -2.537 -3.255
H 5.629 -3.137 -2.585
H 5.608 -2.627 -4.306
H 6.750 -0.929 -3.389
H 3.812 -0.007 -3.562
H 4.818 -0.282 -4.917
H 3.737 2.520 -4.358
H 4.733 1.956 -5.579
H 5.376 3.213 -4.396
H 4.611 -0.580 -1.478
H 5.825 0.433 -1.632
C -6.714 -1.064 -0.037
C -7.045 0.358 -0.575
C -5.985 1.417 -0.247
O -6.080 1.814 1.135
C -4.802 2.198 1.685
N -7.200 0.240 -2.052
H -7.397 -1.866 -0.316
H -6.807 -1.053 1.049
H -5.654 -1.318 -0.047
H -8.043 0.671 -0.266
H -6.177 2.330 -0.812
H -4.999 1.041 -0.521
H -5.059 2.287 2.740
H -4.400 3.094 1.212
H -4.029 1.433 1.622
H -7.954 -0.402 -2.248
H -7.518 1.101 -2.473
C 0.716 -4.564 6.394
C 0.116 -3.284 6.026
C 0.532 -2.937 4.562
O 1.948 -2.637 4.475
C 2.455 -2.522 3.120
N -1.318 -3.528 6.048
H 1.784 -4.575 6.174
H 0.341 -5.442 5.868
H 0.662 -4.777 7.461
H 0.376 -2.474 6.708
H 0.020 -2.015 4.284
H 0.355 -3.750 3.857
H 1.971 -1.781 2.485
H 2.537 -3.481 2.609
H 3.481 -2.162 3.207
H -1.840 -2.742 5.688
H -1.631 -3.414 7.001
*
```


Listing F_max for the structures above in their given order: 5.473 6.149 eV/Å.